w.
The molecule C2H2N4O2. Source: the OMol25 dataset; level of theory: the ωB97M-V functional and the def2-TZVPD basis.

Geometry (Å):
C -0.885 0.649 -0.064
C 1.668 0.645 -0.055
H -2.315 1.936 -0.023
H 1.557 1.786 -0.197
N -1.226 1.929 0.049
N -0.987 -1.661 -0.087
N 0.221 -1.295 0.105
N 0.358 -0.017 0.150
O -1.718 -0.483 -0.038
O 2.655 -0.039 -0.036

Computed properties:
SMILES: [H]/N=c1\onnn1C=O
LUMO: -0.34 eV

x.
The molecule C2H2N4O2. Source: the OMol25 dataset; level of theory: the ωB97M-V functional and the def2-TZVPD basis.

Geometry (Å):
C 0.265 -1.181 -0.038
C 0.032 1.076 -0.050
H 1.891 -2.069 -0.375
H -0.321 2.967 -0.141
N -1.069 -1.376 0.133
N -1.791 -0.247 0.520
N -1.301 0.897 0.415
N 0.393 2.234 -0.117
O 0.946 -2.264 -0.380
O 0.956 -0.037 0.032

Computed properties:
SMILES: [H]/N=c1\nnnc(O)o1
LUMO: -0.47 eV

y.
The molecule C2H2N4O2. Source: the OMol25 dataset; level of theory: the ωB97M-V functional and the def2-TZVPD basis.

Geometry (Å):
C -0.129 0.094 -0.262
C 1.147 0.575 0.280
H -0.839 -1.901 -2.497
H 1.991 0.181 -0.351
N 0.057 -0.537 -1.306
N 1.236 1.030 1.486
N 0.039 1.014 2.156
N -1.010 0.545 1.914
O -1.097 -1.217 -1.832
O -1.395 0.215 0.412

Computed properties:
SMILES: O/N=c1/cnnno1
LUMO: -1.14 eV

z.
The molecule C2H2N4O2. Source: the OMol25 dataset; level of theory: the ωB97M-V functional and the def2-TZVPD basis.

Geometry (Å):
C -0.496 -0.044 0.140
C 0.403 -0.989 -0.286
H -2.790 -1.629 1.444
H 0.341 -2.142 -0.636
N -1.697 -0.261 0.472
N 1.558 -0.398 -0.758
N 0.840 1.721 -0.160
N -0.245 1.268 0.043
O -1.887 -1.646 0.914
O 1.863 0.854 -0.552

Computed properties:
SMILES: O/N=c1\cnonn1
LUMO: -0.54 eV

What should be chosen as the most stable of them? Choose x.

w.
The molecule C2H2N4O2. Source: the OMol25 dataset; level of theory: the ωB97M-V functional and the def2-TZVPD basis.

Geometry (Å):
C 0.246 -1.099 0.854
C 0.029 1.953 -1.087
H 1.539 -1.737 1.838
H 0.274 2.877 -1.583
N 0.108 -0.032 -0.173
N 0.727 1.366 -0.020
N -1.078 1.076 -1.498
N -1.069 -0.089 -1.057
O 1.559 -1.197 1.043
O -0.843 -1.616 1.504

Computed properties:
SMILES: O=C(O)n1ncnn1
LUMO: -0.72 eV

x.
The molecule C2H2N4O2. Source: the OMol25 dataset; level of theory: the ωB97M-V functional and the def2-TZVPD basis.

Geometry (Å):
C 1.695 0.817 -0.208
C -0.559 -0.404 -0.002
H 2.519 0.557 -1.060
H 0.679 0.000 -1.708
N 0.611 0.043 -0.572
N -0.762 -0.059 1.244
N -2.009 -0.300 1.509
N -1.589 -1.020 -0.495
O 1.953 1.362 0.891
O -2.537 -0.997 0.400

Computed properties:
SMILES: O=CNc1nnon1
LUMO: -0.35 eV

What should be chosen as the most stable of them? Choose x.

w.
A structure of composition C2H2N4O2. Source: the OMol25 dataset; level of theory: the ωB97M-V functional and the def2-TZVPD basis.

Geometry (Å):
C -1.953 0.288 0.130
C 0.054 -0.268 -0.101
H -1.416 1.489 0.706
H 1.512 -1.762 0.566
N -1.072 -0.798 -0.071
N 0.653 1.037 -0.025
N 1.890 1.000 -0.065
N 1.250 -1.015 0.020
O -3.282 0.080 -0.068
O 2.313 -0.257 0.010

Computed properties:
LUMO: -0.92 eV

x.
The molecule C2H2N4O2. Source: the OMol25 dataset; level of theory: the ωB97M-V functional and the def2-TZVPD basis.

Geometry (Å):
C 1.155 -0.873 -0.763
C -0.566 -0.430 0.932
H 1.569 -1.597 -0.006
H -0.003 1.961 -0.842
N 0.267 0.078 0.008
N -0.574 1.232 -0.519
N -1.547 1.389 0.319
N -1.703 0.259 1.089
O 1.676 -0.634 -1.898
O -0.274 -1.385 1.680

Computed properties:
SMILES: O=Cn1[nH]nnc1=O
LUMO: -1.34 eV

What should be chosen as the most stable of them? Choose x.

w.
The ion C7H12N with charge +1. Source: the OMol25 dataset; level of theory: the ωB97M-V functional and the def2-TZVPD basis.

Geometry (Å):
C -1.573 -1.482 -0.271
C -2.447 -0.368 0.343
C 0.995 0.170 -1.075
C 2.029 -0.179 -0.008
C -0.184 0.675 -0.317
C 2.213 -1.351 0.567
C 0.038 1.992 0.363
N -1.247 -0.058 -0.262
H -1.972 -1.832 -1.274
H -3.286 0.044 -0.150
H -2.642 -0.359 1.348
H 1.468 1.032 -1.751
H 0.616 -0.618 -1.602
H 2.618 0.557 0.363
H 1.588 -2.287 0.236
H -1.081 -2.272 0.288
H 3.043 -1.575 1.240
H -0.358 1.762 1.434
H -0.618 2.709 -0.187
H 1.021 2.351 0.418

Computed properties:
net charge: +1
SMILES: C=CCC(C)=[N+]1CC1
LUMO: -4.25 eV

x.
The ion C7H12N with charge +1. Source: the OMol25 dataset; level of theory: the ωB97M-V functional and the def2-TZVPD basis.

Geometry (Å):
C 1.970 0.323 -0.204
C 0.999 -0.449 0.172
C -1.547 0.425 -0.275
C -0.519 -0.250 0.485
C 2.780 1.443 0.068
C 1.357 -1.938 0.127
C -2.585 1.294 0.400
N -1.729 -1.033 -0.073
H -1.266 0.693 -1.323
H 3.517 1.175 0.801
H 2.237 2.180 0.559
H 3.450 1.825 -0.687
H 2.136 -1.975 0.833
H 1.640 -2.373 -0.897
H 0.583 -2.539 0.470
H -3.569 0.793 0.037
H -2.517 2.353 -0.021
H -2.491 1.242 1.589
H -2.304 -1.399 0.606
H -1.803 -1.561 -0.958

Computed properties:
net charge: +1
LUMO (alpha / beta): -5.51 / -4.66 eV

What should be chosen as the most stable of them? Choose w.

w.
A cluster of 2 separate species, C2H3N3OS in total. Source: the OMol25 dataset; level of theory: the ωB97M-V functional and the def2-TZVPD basis.

Geometry (Å):
C -0.449 -0.015 -0.294
C 1.894 0.684 0.464
N -0.703 -0.971 0.356
N -1.044 -1.677 1.323
N -0.772 0.713 -1.331
O 1.673 0.554 1.608
S 2.440 0.996 -0.951
H -0.803 -2.713 1.425
H -0.499 1.604 -1.166
H -1.737 0.824 -1.432

Computed properties:
LUMO: 0.38 eV

x.
The molecule C2H3N3OS. Source: the OMol25 dataset; level of theory: the ωB97M-V functional and the def2-TZVPD basis.

Geometry (Å):
C -0.519 -0.034 -0.733
C 1.157 0.544 0.473
H -1.185 0.653 -2.311
H 0.183 -0.300 2.105
H -0.996 -1.760 0.348
N 0.485 0.813 -0.734
N 0.464 -0.463 1.123
N -0.673 -0.769 0.385
O -1.392 -0.075 -1.726
S 2.477 1.392 1.070

Computed properties:
SMILES: Oc1nc(=S)[nH][nH]1
LUMO: 0.34 eV

What should be chosen as the most stable of them? Choose x.

w.
A cluster of 2 separate species, C2H3IN2O in total. Source: the OMol25 dataset; level of theory: the ωB97M-V functional and the def2-TZVPD basis.

Geometry (Å):
C -2.224 -1.473 0.330
C 1.471 0.645 -0.638
N -1.239 -1.817 0.777
N 0.474 0.882 0.109
O -0.516 1.545 -0.265
I 3.225 -0.211 0.124
H -3.225 -1.006 0.077
H 1.450 0.885 -1.657
H 0.584 0.550 1.143

Computed properties:
SMILES: [O-]/[NH+]=C/I.C#N
LUMO (alpha / beta): 0.27 / 0.27 eV

x.
A structure of composition C2H3IN2O. Source: the OMol25 dataset; level of theory: the ωB97M-V functional and the def2-TZVPD basis.

Geometry (Å):
C -1.015 0.221 -0.192
C 0.347 0.671 0.043
N -0.171 -2.081 0.079
N 1.331 0.304 -0.673
O -1.138 -1.357 0.142
I 3.218 0.619 0.027
H -1.709 0.696 0.576
H -1.386 0.260 -1.168
H 0.523 0.667 1.166

Computed properties:
LUMO (alpha / beta): -0.33 / -0.34 eV

What should be chosen as the most stable of them? Choose w.